Entry 1:
DFT (ωB97M-V with the def2-TZVPD basis set) results for 6 unconnected molecules or ions with the total composition C40H33FN2O22 at a distorted geometry.

The SMILES is CCCCNC1=C(N)C(=O)C=C(F)C1=O.O=C1C=C(O)C(=O)C=C1O.O=C1C=C(O)C(=O)C=C1O.O=C1C=C(O)C(=O)C=C1O.O=C1C=C(O)C(=O)C=C1O.O=C1C=C(O)C(=O)C=C1O. For the highest occupied orbital energy, the calculation gives -8.774 eV. The calculation puts the HOMO-LUMO gap at 7.1 eV. The value obtained for the molar mass is 912.69 g mol⁻¹. Its multiplicity is 1.

Element x y z (Å)
C: -3.66 1.78 6.71
C: -4.03 0.68 5.70
C: -5.09 1.14 4.69
C: -4.70 0.90 3.22
N: -3.27 1.14 2.95
C: -2.52 0.18 2.32
C: -1.41 0.46 1.59
N: -0.92 1.76 1.35
C: -0.60 -0.59 0.97
O: 0.51 -0.34 0.53
C: -1.15 -1.95 0.86
C: -2.22 -2.23 1.60
F: -2.77 -3.44 1.60
C: -2.83 -1.25 2.53
O: -3.51 -1.67 3.46
H: -2.63 1.70 7.03
H: -3.78 2.76 6.26
H: -4.33 1.74 7.56
H: -3.12 0.33 5.23
H: -4.44 -0.15 6.26
H: -6.01 0.61 4.87
H: -5.23 2.20 4.81
H: -5.06 -0.06 2.89
H: -5.25 1.64 2.65
H: -3.18 2.04 2.51
H: -0.15 1.98 1.97
H: -1.63 2.48 1.39
H: -0.68 -2.66 0.21
C: -2.45 -6.34 0.26
C: -3.16 -7.36 0.76
C: -2.82 -8.78 0.45
O: -3.51 -9.65 0.94
C: -1.69 -9.05 -0.43
C: -0.97 -8.03 -0.93
C: -1.31 -6.60 -0.59
O: -0.62 -5.69 -1.04
O: 0.06 -8.23 -1.72
O: -4.21 -7.19 1.54
H: -2.68 -5.31 0.48
H: -1.46 -10.08 -0.66
H: 0.46 -7.37 -1.97
H: -4.54 -8.08 1.75
C: 1.53 -2.73 -4.38
C: 1.38 -3.82 -3.61
C: 2.00 -5.14 -4.00
O: 1.86 -6.09 -3.26
C: 2.74 -5.22 -5.25
C: 2.87 -4.12 -6.01
C: 2.28 -2.80 -5.62
O: 2.47 -1.86 -6.36
O: 3.53 -4.12 -7.16
O: 0.70 -3.80 -2.48
H: 1.09 -1.77 -4.11
H: 3.16 -6.17 -5.52
H: 3.48 -3.21 -7.50
H: 0.70 -4.70 -2.07
C: 5.61 -0.72 1.86
C: 6.51 0.27 1.85
C: 6.26 1.56 1.11
O: 7.12 2.42 1.16
C: 5.02 1.70 0.37
C: 4.12 0.71 0.38
C: 4.35 -0.57 1.14
O: 3.49 -1.42 1.12
O: 2.97 0.80 -0.28
O: 7.67 0.21 2.48
H: 5.78 -1.64 2.40
H: 4.86 2.62 -0.17
H: 2.47 -0.02 -0.11
H: 8.12 1.06 2.30
C: -3.34 5.13 -1.75
C: -3.32 5.25 -3.08
C: -2.89 4.12 -3.98
O: -2.93 4.31 -5.18
C: -2.46 2.88 -3.36
C: -2.46 2.76 -2.03
C: -2.93 3.88 -1.14
O: -2.96 3.70 0.07
O: -2.07 1.65 -1.42
O: -3.68 6.36 -3.71
H: -3.65 5.93 -1.10
H: -2.14 2.08 -4.02
H: -2.07 1.81 -0.46
H: -3.58 6.17 -4.67
C: 3.35 5.08 -1.02
C: 4.58 5.56 -0.80
C: 4.80 6.88 -0.12
O: 5.95 7.25 0.05
C: 3.64 7.65 0.30
C: 2.41 7.17 0.08
C: 2.19 5.84 -0.58
O: 1.04 5.46 -0.73
O: 1.31 7.81 0.43
O: 5.68 4.92 -1.17
H: 3.17 4.13 -1.51
H: 3.81 8.61 0.77
H: 0.56 7.24 0.16
H: 6.43 5.49 -0.89

Charges in e, computed with Löwdin, in the same order as the atoms:
1. C -0.105
2. C -0.252
3. C -0.172
4. C -0.176
5. N 0.071
6. C -0.133
7. C -0.194
8. N 0.113
9. C -0.313
10. O 0.099
11. C 0.121
12. C -0.181
13. F 0.104
14. C -0.232
15. O 0.140
16. H 0.063
17. H 0.061
18. H 0.068
19. H 0.081
20. H 0.100
21. H 0.108
22. H 0.093
23. H 0.105
24. H 0.115
25. H 0.116
26. H 0.114
27. H 0.050
28. H 0.132
29. C 0.078
30. C -0.231
31. C -0.315
32. O 0.111
33. C 0.076
34. C -0.228
35. C -0.277
36. O 0.088
37. O 0.126
38. O 0.127
39. H 0.111
40. H 0.137
41. H 0.096
42. H 0.121
43. C 0.075
44. C -0.230
45. C -0.301
46. O 0.101
47. C 0.074
48. C -0.240
49. C -0.319
50. O 0.107
51. O 0.120
52. O 0.101
53. H 0.135
54. H 0.136
55. H 0.121
56. H 0.087
57. C 0.073
58. C -0.242
59. C -0.316
60. O 0.100
61. C 0.075
62. C -0.231
63. C -0.312
64. O 0.116
65. O 0.113
66. O 0.112
67. H 0.134
68. H 0.109
69. H 0.087
70. H 0.117
71. C 0.073
72. C -0.237
73. C -0.315
74. O 0.111
75. C 0.078
76. C -0.225
77. C -0.298
78. O 0.082
79. O 0.118
80. O 0.122
81. H 0.135
82. H 0.137
83. H 0.078
84. H 0.121
85. C 0.072
86. C -0.239
87. C -0.313
88. O 0.115
89. C 0.076
90. C -0.239
91. C -0.314
92. O 0.102
93. O 0.115
94. O 0.112
95. H 0.135
96. H 0.136
97. H 0.116
98. H 0.125

=====

Entry 2:
DFT (ωB97M-V with the def2-TZVPD basis set) results for C5H8O in the gas phase.

For the highest occupied orbital energy (spin up / spin down), the calculation gives -7.962 / -8.081 eV. The calculation puts the HOMO-LUMO gap (spin up / spin down) at 7.3 / 7.6 eV. The value obtained for the molar mass is 84.12 g mol⁻¹. Its multiplicity is 1.

Element x y z (Å)
C: -1.37 -0.86 -0.32
C: -0.46 0.36 -0.49
C: -0.34 1.24 0.65
C: 1.04 0.08 -0.64
C: 1.72 -0.39 0.49
O: 1.35 -0.22 1.68
H: -1.05 -1.43 0.56
H: -2.41 -0.56 -0.18
H: -1.30 -1.51 -1.20
H: -0.74 0.94 -1.39
H: -0.69 0.97 1.65
H: 0.13 2.22 0.53
H: 1.51 0.18 -1.62
H: 2.61 -1.02 0.29

Charges in e, computed with Löwdin, in the same order as the atoms:
1. C -0.061
2. C -0.455
3. C 0.170
4. C -0.056
5. C -0.343
6. O -0.048
7. H 0.085
8. H 0.080
9. H 0.082
10. H 0.152
11. H 0.088
12. H 0.092
13. H 0.096
14. H 0.120

=====

What is the multiplicity in the first record?
1